1.
Below is a 11-piece molecular cluster, C9H37BN2O14PS overall, with properties calculated with wB97M-V/def2-TZVPD.

Output
- Total charge: +1
- Electronic energy: -62376.021 eV

XYZ file:
```
65
Properties=species:S:1:pos:R:3:nbo_charge:R:1
C 4.1438 -0.0448 1.6840 -0.64
C 2.6253 -0.2340 1.5597 -0.41
C 2.2350 -1.0480 0.2844 -0.25
N 0.9386 -0.6103 -0.2930 -0.05
N -0.0824 -1.3833 0.0015 -0.18
C -1.2388 -1.0032 -0.4777 -0.14
P -2.7463 -2.0367 -0.0471 1.75
O -3.5590 -1.1270 1.0363 -1.00
O -2.2171 -3.3322 0.7275 -0.93
S -3.8788 -2.4132 -1.5391 -0.47
C -1.4467 0.1444 -1.2715 -0.16
C -0.3333 0.9037 -1.5440 -0.10
C 0.9173 0.4971 -1.0253 -0.07
B 2.1582 1.4623 -1.3584 1.14
O 3.2752 0.9644 -1.9499 -0.87
O 2.0911 2.8076 -1.1048 -0.73
C 1.9278 3.1682 0.2958 -0.07
C 1.5993 4.6675 0.3893 -0.66
H 4.4637 0.9443 1.3326 0.21
H 4.7344 -0.8554 1.2465 0.24
H 4.3729 -0.0475 2.7587 0.26
H 2.2319 -0.7890 2.4203 0.22
H 2.0854 0.7186 1.4950 0.19
H 3.0276 -1.0776 -0.4652 0.25
H 2.1150 -2.0796 0.6291 0.25
H -2.9643 -0.7168 1.7007 0.53
H -1.8835 -3.0640 1.6001 0.51
H -2.4440 0.4270 -1.6201 0.31
H -0.4099 1.8067 -2.1432 0.25
H 4.0065 1.5773 -1.7835 0.52
H 2.8641 2.9141 0.8078 0.19
H 1.0952 2.6099 0.7558 0.16
H 0.6516 4.8140 0.9223 0.25
H 1.4753 5.1080 -0.6055 0.22
H 2.3783 5.1834 0.9574 0.24
O -0.1812 -2.8021 -3.1761 -0.93
H -1.1111 -2.8842 -3.4254 0.49
H -0.1736 -2.0641 -2.5630 0.45
O -1.1987 -0.1741 2.8311 -0.95
H -0.8110 0.7049 2.9146 0.49
H -0.4350 -0.7457 2.6882 0.48
O -1.3702 4.8174 -1.2585 -0.94
H -1.0844 5.7389 -1.2562 0.49
H -0.5556 4.3214 -1.3952 0.46
O -1.4631 4.3514 1.6882 -0.95
H -1.5181 4.2828 0.7213 0.49
H -1.7934 3.5054 2.0051 0.46
O 5.9752 -1.1139 -1.3062 -0.93
H 5.1696 -0.7991 -1.7310 0.46
H 6.4813 -0.3130 -1.1325 0.47
O -4.6144 1.3088 -1.4964 -0.95
H -5.0680 0.9408 -2.2633 0.48
H -4.7276 0.6386 -0.8113 0.48
O -6.3302 -2.4202 0.6885 -0.95
H -5.4058 -2.1819 0.5672 0.47
H -6.6388 -1.8272 1.3815 0.47
O 4.1502 -1.5348 4.8963 -0.95
H 4.0153 -2.4298 4.5683 0.47
H 4.9702 -1.5936 5.3985 0.48
O 1.1184 -5.4219 -3.6246 -0.94
H 0.7912 -4.5429 -3.8507 0.48
H 1.7841 -5.2581 -2.9511 0.46
O -8.1775 -4.1345 -1.3091 -0.95
H -8.4950 -3.2580 -1.5441 0.46
H -7.5123 -3.9670 -0.6307 0.48
```

2.
Below is C2HNO2S in the gas phase, with properties calculated with wB97M-V/def2-TZVPD.

Output
- Relative energy (zero: lowest compared OMol25 entry of this formula, charge and spin): 431.2 kJ/mol
- SMILES: O=c1c(=S)n1O

XYZ file:
```
7
Properties=species:S:1:pos:R:3:nbo_charge:R:1
O -1.8441 -0.5419 -1.4501 -0.46
C -0.8373 -0.4459 -0.8730 0.68
C 0.5138 -0.5720 -0.4107 -0.05
S 2.0026 -1.1568 -0.5374 -0.07
N -0.2698 0.2986 0.2917 -0.12
O -0.2452 1.1593 1.3463 -0.47
H 0.6800 1.2585 1.6332 0.49
```

3.
Below is C8H19O3SSi as an isolated structure, with properties calculated with wB97M-V/def2-TZVPD.

Output
- Relative energy (zero: lowest compared OMol25 entry of this formula, charge and spin): 107.3 kJ/mol
- Total charge: -1

XYZ file:
```
32
Properties=species:S:1:pos:R:3:nbo_charge:R:1
C -1.0416 2.6645 -0.7919 -0.60
C 1.7179 0.4827 -2.7753 -0.60
C -1.3538 -2.5372 -0.4162 -0.62
C 0.4881 0.4532 3.2735 -0.62
C -0.0581 1.8166 0.1022 -0.90
C 0.3554 0.0080 -2.2214 -0.89
C -1.7563 -1.1010 -0.2388 -0.82
C -0.0934 -0.4663 2.2423 -0.89
O 1.0117 -2.8449 1.5510 -1.00
O 1.2503 -0.9728 0.1232 -1.10
O 2.6223 -1.1751 2.2327 -0.96
Si -0.0131 -0.0591 -0.3306 1.90
S 1.2599 -1.4036 1.7330 2.30
H -0.4843 3.3404 -1.3683 0.19
H -1.5631 1.9330 -1.4317 0.19
H -1.8009 3.1947 -0.2657 0.19
H 1.8534 1.5209 -2.2725 0.19
H 2.4316 -0.3296 -2.5241 0.21
H 1.7339 0.5136 -3.9022 0.18
H -0.7121 -2.6707 -1.3330 0.20
H -0.8418 -2.7300 0.4603 0.24
H -2.1254 -3.3904 -0.5417 0.17
H 1.3635 0.8749 2.9550 0.21
H -0.1988 1.4588 3.4763 0.16
H 0.8874 0.1497 4.3330 0.18
H -0.4546 1.8977 1.0558 0.23
H 0.9462 2.2661 -0.0926 0.22
H 0.1448 -0.9642 -2.8016 0.20
H -0.2595 0.6978 -2.6296 0.19
H -2.2121 -0.7447 0.6530 0.22
H -2.3634 -0.7462 -0.9934 0.19
H -0.7342 -1.1368 2.7392 0.22
```

4.
Below is C6H11NO as an isolated structure, with properties calculated with wB97M-V/def2-TZVPD.

Output
- Relative energy (zero: lowest compared OMol25 entry of this formula, charge and spin): 1072.9 kJ/mol

XYZ file:
```
19
Properties=species:S:1:pos:R:3:nbo_charge:R:1
C 2.0575 -1.5458 -0.2577 -0.27
C -0.2944 -0.7173 0.2819 0.13
C -1.2224 -0.3215 -1.1538 -0.23
C -0.9528 1.5152 0.2869 -0.05
C 0.0002 1.7208 1.4928 -0.33
C 0.2219 0.6344 0.7336 -0.33
H 2.3583 -2.6400 0.0183 0.21
H 2.7906 -0.7899 0.2215 0.19
H 2.0495 -1.4156 -1.5965 0.14
H -0.8736 -1.3393 0.8440 0.20
H -2.3872 -0.7183 -0.9056 0.15
H -1.0666 -0.9236 -2.3015 0.23
H -1.6587 1.7033 -1.8281 0.36
H -1.9244 0.8299 0.6852 0.12
H -0.5743 1.4022 2.5135 0.23
H 0.9451 2.4459 1.8983 0.25
H 0.8087 0.9199 -0.1005 0.22
N -1.0198 1.0446 -0.9972 -0.66
O 0.7426 -1.8047 0.1647 -0.56
```

5.
Below is C5H12N2O as an isolated structure, with properties calculated with wB97M-V/def2-TZVPD.

Output
- Relative energy (zero: lowest compared OMol25 entry of this formula, charge and spin): 838.0 kJ/mol

XYZ file:
```
20
Properties=species:S:1:pos:R:3:nbo_charge:R:1
N -2.9540 -0.0328 -0.5495 -1.00
C 3.0490 -0.4949 -0.2673 -0.35
C 2.0761 0.3632 -0.8059 0.50
N 0.7303 0.1519 -0.3620 -0.28
C 0.2863 -0.7919 0.6609 -0.26
C -1.0962 -0.6130 1.1836 -0.60
C -0.0902 1.3377 -0.5511 -0.45
O 2.2537 1.1970 -1.6858 -0.64
H -3.6326 0.3555 0.1011 0.34
H -3.4198 -0.5468 -1.2925 0.35
H 4.0757 -0.1617 -0.2741 0.22
H 2.7361 -1.4420 0.1460 0.19
H 0.6198 -1.7951 0.3984 0.22
H 0.9007 -0.5971 1.5497 0.26
H -1.8690 -0.4064 0.1914 0.31
H -1.5131 -1.5514 1.5326 0.23
H -1.2106 0.1475 1.9517 0.21
H -0.7679 1.1506 -1.3979 0.26
H 0.5212 2.1832 -0.8405 0.25
H -0.6955 1.5467 0.3111 0.21
```